C13H22NO2 | the ωB97M-V functional and the def2-TZVPD basis

Results
- ΔE to the lowest compared entry with this formula, charge and spin: 0.7 kcal/mol
- Structure (SMILES): CCOCCC[NH2+]C[C@H](O)c1ccccc1
- HOMO level: -0.4611 hartree
- Charge: +1

XYZ file:
```
38
Properties=species:S:1:pos:R:3:forces:R:3:mulliken_charge:R:1
C 2.23172 3.09783 -0.82001 -0.1 -0.4 0.1 -1.39
C 1.46314 2.15461 0.09355 -0.2 0.4 0.0 -0.19
O 1.65854 0.77404 -0.20601 0.1 -0.3 -0.1 -0.45
C 2.95123 0.26516 0.10188 0.3 -0.1 -0.1 -0.48
C 3.02009 -1.20197 -0.32068 -0.3 0.4 0.2 -0.81
C 2.00371 -2.06240 0.42234 0.7 -0.1 0.0 -0.62
N 0.63764 -1.64674 0.04265 -0.2 0.3 -0.4 0.18
C -0.46124 -2.22366 0.83857 -0.7 -0.3 0.0 -1.14
C -1.77124 -1.99747 0.07018 -0.1 0.1 0.4 0.02
O -1.45341 -2.36199 -1.26969 0.0 -0.2 -0.1 -0.54
C -2.33358 -0.58793 0.13776 0.1 -0.1 0.0 0.67
C -3.52770 -0.34641 -0.53727 0.1 0.0 0.1 -0.67
C -4.09887 0.91216 -0.54278 0.0 -0.1 -0.1 -0.69
C -3.48780 1.95151 0.13835 0.1 0.0 0.0 -0.49
C -2.31032 1.71829 0.82519 0.0 0.1 0.0 -1.03
C -1.73116 0.45892 0.82253 -0.1 -0.1 0.0 -0.01
H 3.30132 3.05961 -0.63132 0.1 0.1 0.0 0.40
H 2.04543 2.84562 -1.86091 0.0 0.0 -0.1 0.32
H 1.89335 4.11395 -0.64222 0.0 0.1 0.0 0.42
H 1.72654 2.33819 1.14377 -0.1 0.0 -0.1 0.39
H 0.38889 2.30397 -0.03870 0.1 0.0 0.1 0.13
H 3.71918 0.83044 -0.43412 -0.1 0.0 0.1 0.38
H 3.13861 0.36715 1.18078 0.0 0.0 -0.1 0.33
H 4.02305 -1.57319 -0.11512 0.0 -0.1 0.0 0.40
H 2.84800 -1.27222 -1.39573 0.1 0.0 -0.1 0.34
H 2.14296 -3.11953 0.18786 -0.2 0.1 0.1 0.40
H 2.11598 -1.92728 1.50101 -0.1 0.0 0.0 0.36
H 0.41626 -1.92271 -0.92932 0.2 0.2 0.2 0.41
H 0.64549 -0.59467 0.04720 -0.1 -0.3 -0.1 0.34
H -0.50070 -1.79178 1.83736 0.1 0.0 -0.1 0.43
H -0.28887 -3.29910 0.92279 0.1 0.1 0.0 0.55
H -2.52678 -2.68948 0.47249 0.2 0.1 0.0 0.41
H -2.23285 -2.26349 -1.82642 0.1 0.0 -0.1 0.41
H -4.02746 -1.15599 -1.05150 -0.1 -0.1 -0.1 0.39
H -5.02462 1.07806 -1.07066 -0.1 0.0 0.0 0.40
H -3.93270 2.93379 0.14246 0.0 0.1 0.0 0.41
H -1.83867 2.51891 1.37474 0.0 0.1 0.1 0.44
H -0.82316 0.31581 1.38902 0.1 0.0 0.1 0.59
```
Forces are in eV/Å.